(1)
Density functional theory data (wB97M-V/def2-TZVPD) for one molecule with the formula C21H31N3O5.

## Properties
- net charge = 0
- multiplicity = 1
- frontier orbital gap (hartree) = 0.2909
- F_max (eV/A) = 1.29
- energy above the lowest of the compared OMol25 structures with the same formula, charge and spin (eV) = 4.669

The geometry in XYZ format:
```
60
Properties=species:S:1:pos:R:3:mulliken_charge:R:1
C -7.42 -3.41 -0.09 -1.348
C -6.73 -2.11 0.29 -0.224
C -5.76 -1.65 -0.80 -0.960
C -4.96 -0.40 -0.42 -0.324
C -5.84 0.84 -0.25 -0.593
C -5.08 2.17 -0.26 -0.765
C -4.12 2.35 0.92 -0.855
N -2.83 1.73 0.71 0.044
C -1.72 2.45 0.44 0.405
O -1.70 3.66 0.42 -0.711
C -0.48 1.65 0.18 0.529
C 0.56 2.28 -0.51 -1.258
C 1.75 1.65 -0.75 -0.453
C 1.99 0.33 -0.31 1.578
N 3.21 -0.25 -0.44 0.190
C 4.15 0.13 -1.47 -1.257
C 5.31 0.95 -0.92 -0.633
C 6.03 0.12 0.15 0.777
C 5.01 -0.33 1.21 -1.020
C 3.82 -1.07 0.58 -0.829
O 6.64 -1.03 -0.42 -0.376
C 8.04 -0.85 -0.40 -0.360
C 8.24 0.12 0.77 -0.457
O 7.06 0.90 0.73 -0.459
C 0.89 -0.33 0.30 -0.618
N 0.87 -1.74 0.52 1.034
O 1.61 -2.45 -0.14 -0.548
O 0.06 -2.18 1.31 -0.676
C -0.30 0.34 0.57 -0.871
H -8.11 -3.72 0.69 0.379
H -7.99 -3.28 -1.01 0.330
H -6.69 -4.20 -0.25 0.337
H -7.48 -1.34 0.47 0.275
H -6.17 -2.25 1.22 0.313
H -5.06 -2.46 -1.01 0.362
H -6.32 -1.45 -1.72 0.365
H -4.23 -0.21 -1.20 0.438
H -4.43 -0.60 0.52 0.157
H -6.56 0.87 -1.07 0.356
H -6.41 0.77 0.68 0.300
H -5.80 2.98 -0.24 0.341
H -4.51 2.26 -1.19 0.349
H -4.57 1.95 1.84 0.358
H -3.91 3.42 1.06 0.419
H -2.81 0.73 0.62 -0.034
H 0.41 3.30 -0.82 0.450
H 2.54 2.19 -1.24 0.385
H 4.56 -0.79 -1.89 0.412
H 3.62 0.67 -2.26 0.661
H 6.01 1.20 -1.71 0.446
H 4.96 1.88 -0.45 0.253
H 5.50 -0.98 1.93 0.445
H 4.66 0.57 1.73 0.253
H 4.15 -2.01 0.15 0.232
H 3.11 -1.28 1.38 0.638
H 8.38 -0.40 -1.34 0.264
H 8.51 -1.82 -0.25 0.294
H 8.31 -0.42 1.72 0.268
H 9.09 0.79 0.65 0.331
H -1.06 -0.23 1.08 0.660
```

(2)
Density functional theory data (wB97M-V/def2-TZVPD) for one molecule with the formula C21H31N5O3S.

## Properties
- net charge = 0
- multiplicity = 1
- frontier orbital gap (hartree) = 0.3063
- F_max (eV/A) = 1.13
- energy above the lowest of the compared OMol25 structures with the same formula, charge and spin (eV) = 0.000

The geometry in XYZ format:
```
61
Properties=species:S:1:pos:R:3:mulliken_charge:R:1
C -1.97 -4.10 1.37 -1.305
C -2.03 -2.57 1.43 -1.042
N -2.10 -1.92 0.14 0.757
C -3.40 -1.98 -0.49 -0.959
C -4.40 -0.93 0.02 -0.846
C -4.01 0.52 -0.26 -0.738
N -2.91 0.96 0.58 -0.013
C -2.06 1.93 0.19 0.005
O -2.10 2.43 -0.92 -0.694
C -1.06 2.33 1.28 0.054
C -0.36 3.65 0.97 -1.113
C 0.59 3.51 -0.22 -0.975
N 1.53 2.43 -0.04 0.308
S 2.88 2.75 0.89 1.252
O 2.73 2.39 2.27 -0.694
O 3.32 4.08 0.56 -0.728
C 4.00 1.62 0.10 0.254
C 4.49 0.37 0.36 -0.172
N 5.24 -0.05 -0.69 -0.605
C 5.21 0.92 -1.56 -0.407
N 4.47 1.96 -1.14 -0.092
C 0.91 1.16 0.25 -0.609
C 0.00 1.23 1.47 -0.420
C -0.95 -1.75 -0.62 1.165
C -0.98 -1.02 -1.82 -0.794
C 0.17 -0.85 -2.57 -1.082
C 1.38 -1.37 -2.16 -0.587
C 1.45 -2.06 -0.96 0.267
C 2.74 -2.66 -0.49 -1.802
C 0.29 -2.24 -0.21 0.104
H -1.15 -4.43 0.75 0.253
H -1.84 -4.50 2.37 0.444
H -2.89 -4.51 0.96 0.364
H -1.16 -2.19 1.97 0.422
H -2.92 -2.27 1.99 0.536
H -3.29 -1.87 -1.57 0.637
H -3.84 -2.97 -0.32 0.281
H -4.54 -1.06 1.09 0.253
H -5.35 -1.12 -0.47 0.480
H -4.88 1.16 -0.08 0.351
H -3.70 0.66 -1.30 0.343
H -2.87 0.60 1.52 0.334
H -1.63 2.44 2.21 0.599
H -1.10 4.42 0.74 0.468
H 0.22 3.96 1.84 0.452
H 1.18 4.42 -0.35 0.518
H 0.02 3.31 -1.13 0.424
H 4.36 -0.23 1.23 0.528
H 5.72 0.90 -2.51 0.422
H 4.28 2.84 -1.58 0.218
H 1.71 0.43 0.41 0.081
H 0.34 0.86 -0.63 0.063
H -0.48 0.25 1.61 -0.104
H 0.60 1.46 2.35 0.643
H -1.89 -0.57 -2.17 0.118
H 0.11 -0.29 -3.49 0.387
H 2.27 -1.23 -2.75 0.428
H 3.59 -2.03 -0.77 0.384
H 2.89 -3.63 -0.95 0.440
H 2.75 -2.79 0.59 0.340
H 0.39 -2.79 0.71 0.406
```